Formula: C60H150N10O24SSn2
Source: the Open Molecules 2025 dataset
Level of theory: ωB97M-V with the def2-TZVPD basis set

Geometry as XYZ:
```
247
Properties=species:S:1:pos:R:3
H 2.33514 4.20968 -1.04835
C -0.43830 -6.21718 -2.90939
H 8.60911 -2.71663 -2.86544
H -4.77894 4.82987 2.21720
H -4.14209 7.91173 1.13313
H 0.44486 5.91305 -3.90192
C -6.87798 0.54441 -1.46796
H 0.06557 4.74843 -1.40854
H -2.52530 5.23708 1.79108
H -2.45997 -3.55768 -4.46273
H -13.09337 -0.40239 -1.33637
H -0.24243 -1.14800 1.56394
H -0.65565 1.98821 0.11641
H 5.72416 -5.59817 0.65789
C -2.89775 -2.68156 3.89592
C 3.77019 -0.09121 -0.25964
C -12.10922 -0.02464 -1.61363
H 0.11212 -2.87454 -8.08461
O -0.04028 -1.40324 -2.69590
H -7.56762 1.30801 -1.82770
H 0.14807 -7.24408 0.15406
H -2.95961 9.73003 2.99091
H 5.83712 4.52222 5.57223
H -8.36903 -1.78542 -0.75578
C 7.44751 2.23694 2.77213
H -2.72664 9.87685 1.20033
C 4.13985 -5.03639 8.79720
H -3.96343 -0.77384 1.40263
H -13.31963 1.78397 -2.12329
H 0.64289 0.24502 2.07409
C -2.49770 0.84795 -3.49376
C 2.18434 4.27367 3.81181
C -11.86682 3.78527 -2.17639
H 5.56069 -4.21914 -1.53748
O -2.34823 7.98478 2.04415
H 7.00503 -3.23888 -3.27967
H 1.72684 -4.30503 8.19349
C 6.64850 4.34239 3.46715
O 0.56260 -2.08811 -0.48862
H -5.87185 0.91988 -1.28137
H -1.06203 -0.56622 -3.61786
H 1.50457 -1.25733 1.79383
C -1.05444 -1.32475 -6.15862
O -1.58517 -1.81863 -7.37124
H -4.03743 1.86859 0.86122
C 5.76200 0.97867 -3.93460
H 8.45941 -4.38699 -3.12517
H 2.90834 -2.17416 -6.11803
H -2.10856 2.74362 -4.38400
C 2.68089 -2.64314 -5.16073
O -7.34818 -0.15665 -0.27566
H -3.11977 -1.94108 -2.50064
C 3.97215 4.21240 -3.99297
H 4.80154 0.20383 -0.45291
H 3.75261 3.55750 5.13748
O -2.30244 3.03133 0.95012
H -11.78055 4.15777 -1.15565
H 3.56828 -5.31652 9.68204
H 4.39363 5.87119 3.38273
H 2.36799 -2.99794 -2.59115
H -0.98858 -2.34673 -9.32082
H 3.67018 4.04672 -2.95882
H -8.87845 -1.01819 0.75871
H 0.22560 -6.78875 -3.55797
H 0.64918 -4.50575 4.86242
H 2.37701 6.02451 -5.19634
C 0.30668 -4.67096 3.84090
H 5.10560 -5.05668 9.30219
H -1.99300 1.20127 -2.59457
C 0.58533 -0.83606 2.20080
H -3.35658 0.26009 -3.16998
H 6.11737 -2.73238 0.79046
C -4.26253 4.05734 -3.48027
H 0.20000 -1.28887 -8.49250
N -4.53908 5.17321 1.29813
H 3.13473 -2.16494 6.45799
H -0.96930 -8.05370 -0.98463
N 5.56643 -3.55188 1.00258
H -0.54833 -2.10937 -5.59619
C 0.89185 -0.94635 5.93343
H -2.59832 -4.81602 3.58476
H -0.48661 -4.67683 -4.47170
C 4.01574 -1.80033 -1.81385
H 6.34692 0.82618 -4.84164
H -0.12920 -0.61015 6.11382
O 4.72722 1.91804 -4.22845
H -2.69939 -0.08225 -6.12538
O 7.62690 -3.66310 -1.34017
H -2.81637 6.08162 0.33339
H -12.03319 -0.37275 -2.64375
C -12.41569 1.50700 -1.58081
O 3.17108 -1.88324 -4.10139
N -1.50629 0.07301 -4.26138
O 5.62498 -1.45728 3.41297
H -4.24569 7.34266 2.78888
C 2.24233 -4.27058 0.66306
H -2.83722 -1.40369 -4.95459
C -0.55829 -2.06076 -8.36104
H 6.45239 -3.73622 2.83888
O -3.32614 -2.32331 2.60749
H -12.51956 1.90665 -0.57205
H -4.82380 4.02762 -4.41418
H 4.38387 5.21484 -4.11002
H 2.60568 -3.24293 0.66607
H -0.95498 3.32294 -1.87764
N -0.73512 -3.69577 3.45428
H -12.92610 3.84239 -2.42693
O 1.59627 3.05772 3.32469
H 4.40391 0.15462 3.50893
C 2.38983 3.43752 -0.28097
H 1.38708 3.28486 0.11814
H 4.92243 -4.61197 2.68152
H -4.32625 -0.67498 3.08619
H -2.99951 -4.88088 -3.39978
N -1.23110 -3.81873 -2.72982
H -0.26900 2.30569 2.66726
H 1.60972 -2.82184 -5.06709
C -3.24399 5.90829 1.32092
C 4.97921 -0.42892 4.22769
H 1.60697 4.65826 4.65254
O 0.37386 0.22139 -1.08961
C -8.62899 -0.83648 -0.28668
O -0.02599 -6.16060 -1.47681
C 0.21194 3.20468 3.05275
C -2.09655 -3.95211 4.02065
H 2.35963 -1.20053 -1.13117
H -2.66751 -0.30662 2.50729
H 3.90778 -2.23369 2.51967
O 0.34577 -1.29200 3.56185
C -2.98663 2.12829 -4.18791
H 0.82419 -8.08204 -1.21346
H 5.85778 3.45620 -3.28833
C -4.95650 -2.64200 -0.92059
H 0.07085 4.06137 2.39376
C 7.90159 -3.53553 -2.73536
H 7.27078 -4.76417 0.88581
H 1.88826 -4.57743 -0.32111
H -3.84652 -2.85306 4.40437
C -3.70548 2.84501 1.21408
C 3.33805 -2.60863 -2.90021
O 1.16043 -4.51393 1.54699
S -0.19576 -1.09395 -1.23854
H 4.12671 3.36605 3.46307
H -4.88658 4.50250 -2.70535
H 2.33838 -5.04673 3.24381
Sn -1.48580 -4.06727 0.35171
N 4.39590 5.29380 4.21141
O 3.00116 2.24658 -0.84656
O 6.52908 2.92962 3.58706
H 2.10086 5.04645 3.04765
H 4.34831 -2.85864 4.11987
H -0.21033 -0.68629 -6.41930
H 7.44475 1.19550 3.09383
H 5.06058 -1.54182 -1.98585
H 4.07312 -3.39444 -3.07423
C -0.03685 -7.49723 -0.88988
C 3.64139 4.04177 4.16732
H -4.10860 4.06570 -0.49229
C 5.44390 -3.68899 2.42801
H -0.40571 -2.80398 3.79530
H -0.08128 -5.68394 3.73387
H -1.38712 9.83139 2.20925
H 6.42131 1.27950 -3.12040
H 6.18012 6.04114 4.82815
C -3.61444 7.34502 1.90028
H 1.97379 -3.35128 3.08172
H -2.40760 -1.86050 4.41910
H 5.24734 0.04318 -3.71534
H 4.10375 -2.48424 -0.96969
O -3.84099 2.73807 -3.14289
H -0.34028 3.45217 3.95934
H 7.66126 4.71532 3.61993
H 3.36350 3.94227 -5.94529
H 3.16301 -3.62045 -5.18374
H 2.09073 1.07595 0.62548
H 2.30694 -1.91743 8.06543
C -0.29039 -4.75251 -3.40218
C 4.73891 -2.54875 3.15059
H 1.51390 -0.25628 6.50349
H -0.83622 -2.89127 -2.79300
H -1.70531 1.11411 1.23150
H 6.34676 4.68408 2.47705
C -2.15919 -0.66211 -5.37701
C -0.42604 4.21227 -2.22030
H 1.77857 5.39492 -2.88599
H -4.68267 -1.60351 -1.10675
H 0.74217 -4.41026 -3.33297
H -6.66030 -0.21176 -2.22223
N 2.95709 4.02169 -5.02408
C 1.15441 5.10352 -3.73075
H -9.68538 1.08941 -0.90866
H -1.96358 -4.09919 5.09247
H -3.37510 4.62498 -3.76018
C 3.04652 1.23395 0.12588
C 1.35243 -0.76088 4.47594
N 3.18055 -0.68755 -1.41934
N 1.07010 -2.30146 6.45728
C -9.74058 0.01190 -1.06366
H 4.34207 -0.89905 4.97677
H -11.36407 -0.08712 0.34143
C 6.28539 -4.69317 0.42529
H -4.29076 -2.81414 -3.48680
H 0.31314 -2.47619 7.10272
C 5.19034 3.27033 -4.12980
H -11.18905 4.38029 -2.78849
H 1.16463 4.90213 -5.79279
H 6.72257 -5.54607 -1.55245
C 6.49819 -4.57530 -1.11046
H 3.72018 1.64547 0.87751
C -3.50755 -2.93175 -2.73791
O -3.97297 -3.51063 -1.49394
H -1.45648 -6.55297 -3.10599
C -2.38663 9.40533 2.12237
O 3.71843 -3.77690 8.33232
C -2.52640 -3.89937 -3.42980
H 1.48877 0.31316 4.34961
H 7.23493 2.28772 1.70427
H -9.62699 -0.27598 -2.10880
H 3.70325 -0.77037 0.59028
H -5.24652 -2.97655 0.07543
C -4.48474 3.93476 0.52233
O -1.58451 -1.19812 -0.75779
C 1.56614 -4.34911 2.91967
O 0.40627 3.93811 -3.34013
C 2.33128 -2.47215 7.12746
C -1.68895 1.86363 0.44027
H -1.24097 4.87333 -2.51524
H -5.83532 -2.85988 -1.52748
H -3.81088 2.82368 2.29876
H 2.28052 -1.31058 4.31918
H 5.81995 0.10514 4.67044
H 3.08966 -4.91955 0.88438
C -3.53624 -0.95426 2.38907
H -2.26198 1.49170 -0.40908
H 4.01422 -5.84811 8.08067
H -5.50295 3.58591 0.35011
O -11.47070 2.41236 -2.14437
C 5.79920 5.04234 4.61508
H 5.80661 3.44782 -5.01117
C 2.55144 -3.90139 7.60594
C 1.93730 5.04004 -5.03644
Sn 1.79376 1.03302 -3.59086
H -3.44869 1.98339 -5.16444
H 8.43812 2.67201 2.90445
H 2.76308 -4.57501 6.77555
H 2.88703 3.83189 0.60523
N -11.09068 -0.43253 -0.56744
```

The calculation puts the max |F| at 0.06814 hartree/bohr. The lowest unoccupied orbital energy is -5.78 eV. Its molecular weight is 1665.40 g/mol. Its total charge is +2. The HOMO energy is -0.4099 hartree.

Mulliken population analysis, charges in e, atoms 1 to 5: -0.081, -1.086, 0.262, 0.326, 0.336